Formula: C20H22N4ReSbSe4Si
Source: the OMol25 dataset
Level of theory: ωB97M-V/def2-TZVPD

Results
Orbital gap (spin up / spin down), eV: 5.3 / 5.4
E_HOMO (spin up / spin down), Eh: -0.4640 / -0.4637

The geometry in ORCA input format:
```
! RIJCOSX wB97M-V def2-TZVPD def2/J DEFGRID3
* xyz 2 1
Re -0.7737 0.3127 0.0589
Sb -2.4005 4.3302 0.4933
Se -3.1545 0.6981 -0.3612
Se -4.1663 2.5640 0.5309
Se -0.7176 3.4790 -1.2459
Se -0.4486 2.6845 0.9872
Si 3.5579 0.1007 -2.1687
N -0.3383 -1.5318 2.2727
N 0.9412 0.1136 1.2612
N -0.9952 -1.2818 1.1776
N -1.1344 -1.1254 -1.2717
C 2.8786 1.6461 -2.8164
C 1.6723 -0.7927 3.3720
C -0.4459 -2.2247 -3.3532
C 0.0276 -0.9084 -5.3197
C 2.7404 -1.4616 -2.5335
C -2.4879 -3.2558 1.3757
C -0.0446 -2.1397 -4.6783
C 0.7407 -0.7145 2.3228
C 3.0759 0.7246 2.1474
C -0.7962 -1.0711 -2.6529
C -3.2835 -4.1401 0.6824
C -1.9042 -2.1741 -0.7432
C -2.7324 -3.0651 -1.4292
C -0.7340 0.1610 -3.2976
C 2.8361 -0.0843 3.2790
C 2.1067 0.8205 1.1937
C 5.0678 0.1263 -1.1759
C -1.8343 -2.2663 0.6480
C -3.4105 -4.0297 -0.7090
C -0.3168 0.2408 -4.6210
H 1.4437 -1.4292 4.2150
H -2.3820 -3.2943 2.4508
H -0.4590 -3.1858 -2.8567
H 1.9745 -1.3418 -3.3022
H -4.0622 -4.7142 -1.2355
H 2.2626 -1.8399 -1.6201
H -0.2992 1.2029 -5.1181
H 1.7997 1.5638 -2.9673
H 5.9015 -0.2527 -1.7806
H 0.2159 -3.0447 -5.2118
H 3.5704 -0.1385 4.0715
H 3.4742 -2.2124 -2.8422
H 5.3177 1.1341 -0.8458
H 3.3305 1.8353 -3.8002
H 2.1919 1.5180 0.3666
H 3.1243 2.4967 -2.1785
H 0.3231 -0.8498 -6.3584
H -3.8239 -4.9116 1.2123
H 3.9825 1.3069 2.0597
H -2.8618 -2.9889 -2.4993
H -1.0647 1.0566 -2.7834
H 4.9707 -0.5419 -0.3163
*
```

Charges in e, computed with natural (NBO), in the same order as the atoms: 0.738 0.898 0.015 -0.151 -0.238 -0.089 2.033 -0.256 -0.550 -0.136 -0.560 -1.250 -0.196 -0.264 -0.221 -1.258 -0.177 -0.186 0.325 -0.251 0.193 -0.197 0.110 -0.237 -0.296 -0.134 0.008 -1.243 0.117 -0.146 -0.200 0.264 0.251 0.236 0.302 0.240 0.298 0.231 0.291 0.312 0.238 0.251 0.304 0.285 0.316 0.201 0.286 0.239 0.243 0.245 0.241 0.229 0.297

Formula: CH4CsO
Source: the OMol25 dataset
Level of theory: ωB97M-V/def2-TZVPD

Results
Orbital gap, eV: 10.6
E_HOMO, Eh: -0.5372

The geometry in ORCA input format:
```
! RIJCOSX wB97M-V def2-TZVPD def2/J DEFGRID3
* xyz 1 1
Cs 0.9409 2.4344 1.8921
O 0.8509 -0.1319 0.0451
C -0.4570 -0.6335 -0.2940
H -0.8131 -1.2068 0.5546
H -1.1563 0.1772 -0.5109
H 1.0232 0.6321 -0.5145
H -0.3886 -1.2715 -1.1725
*
```

Charges in e, computed with natural (NBO), in the same order as the atoms: 0.996 -0.750 -0.258 0.196 0.165 0.453 0.198

Formula: C37H73HfNO4SbSi4
Source: the OMol25 dataset
Level of theory: ωB97M-V/def2-TZVPD

Results
Orbital gap, eV: 8.2
E_HOMO, Eh: -0.3865

The geometry in ORCA input format:
```
! RIJCOSX wB97M-V def2-TZVPD def2/J DEFGRID3
* xyz 1 1
Hf 0.8929 -0.4168 -0.8052
Sb -1.8756 -1.6482 -0.3123
Si -3.9295 -0.2382 -0.9887
Si -2.2466 -3.7741 -1.7236
Si -2.6266 -2.2571 2.0871
Si 1.1264 1.6748 1.3273
O 2.4597 1.6987 2.2375
O 0.5328 0.1890 1.0749
O 1.5469 1.9585 -0.2968
O -0.0054 2.7385 1.7333
N 3.1112 -0.6915 -1.7765
C -4.0886 -0.1501 -2.8534
C 0.1797 1.4912 -4.7138
C -1.0303 3.5439 -4.3672
C -3.7599 -3.7452 2.0635
C 1.7042 -4.5132 0.9560
C 2.2677 3.1969 -2.2952
C -1.8713 -3.4218 -3.5282
C 0.1802 -0.3538 -2.9725
C -0.5490 3.3204 2.9394
C -0.2359 0.9909 -3.4771
C -1.4562 3.0652 -3.1361
C 3.1348 -2.1060 -2.2579
C 3.0585 -4.3126 -1.0193
C -1.2103 -2.6312 3.2541
C 3.0784 0.9261 3.2967
C -0.8195 2.2081 3.9399
C 2.0078 3.2982 -0.7978
C 3.5398 0.1548 -2.9053
C 0.9259 4.3435 -0.5590
C 2.5955 -3.0128 -1.1889
C -5.4986 -1.0477 -0.3446
C -0.2054 2.7488 -5.1508
C -1.0484 1.8141 -2.6964
C 0.4474 4.3374 3.4732
C -1.8459 3.9963 2.5202
C 3.0559 1.7692 4.5621
C -1.0605 -5.0657 -1.0765
C -3.5012 -0.7452 2.7707
C 4.5149 0.6826 2.8566
C -4.0128 -4.3728 -1.5894
C 1.2414 -3.2203 0.7610
C 4.0961 -0.5283 -0.6865
C -3.6672 1.4782 -0.2659
C 3.2749 3.6618 -0.0449
C 2.5993 -5.0683 0.0495
C 1.6555 -2.4456 -0.3253
C 2.3467 -0.3912 3.5027
H -5.9169 -1.7124 -1.1001
H -5.3796 -1.6223 0.5697
H 2.0428 1.8982 4.9396
H -4.1008 -5.2438 -2.2445
H -5.1090 0.1709 -3.0786
H -0.7049 -1.0014 -3.0016
H 1.4251 3.8797 3.6088
H -4.0770 1.5667 0.7401
H -1.4359 2.5714 4.7633
H 3.4851 2.7530 4.3731
H -0.4803 -1.8243 3.3148
H -1.6584 -2.7516 4.2446
H -0.0258 -4.7263 -1.1482
H -2.5504 3.2645 2.1306
H 0.1284 3.1026 -6.1172
H 4.0869 0.5092 -0.3518
H 2.5313 -2.1482 -3.1681
H -1.6514 4.7379 1.7458
H 0.8039 0.8735 -5.3501
H -1.1607 -5.9825 -1.6614
H 0.1173 4.7310 4.4354
H -3.2441 -4.6423 1.7203
H -6.2408 -0.2696 -0.1509
H 5.0812 0.1961 3.6508
H -2.3029 4.4989 3.3726
H 3.3174 3.0071 -2.5154
H 0.6959 4.4729 0.4909
H 2.7562 0.2098 -3.6572
H 0.0184 4.0820 -1.0937
H -0.6937 -3.5602 3.0187
H 5.0012 1.6270 2.6152
H 4.0161 2.8659 -0.1184
H 2.0110 4.1414 -2.7728
H -4.0769 -3.9240 3.0944
H -2.6097 1.7436 -0.2167
H 3.6427 1.2837 5.3411
H 1.2888 5.2954 -0.9509
H -3.9436 -1.1136 -3.3396
H 0.5492 -2.7938 1.4747
H -4.7317 -3.6323 -1.9388
H 2.8348 -0.9528 4.3006
H 1.3093 -0.2259 3.7944
H -4.2962 -4.6821 -0.5856
H 1.3735 -5.0909 1.8103
H 4.1626 -2.3676 -2.5383
H 0.1052 1.8166 4.3641
H -1.3504 1.3928 3.4504
H -4.1645 2.2184 -0.8967
H 3.6974 4.5631 -0.4913
H 0.5476 5.1741 2.7812
H 4.4448 -0.2648 -3.3573
H -3.4029 0.5623 -3.3079
H -2.3519 -4.2039 -4.1211
H 1.6475 2.4347 -2.7580
H -2.2436 -2.4650 -3.8884
H 3.7654 1.1515 -2.5469
H 5.1008 -0.7796 -1.0422
H 3.0863 3.8609 1.0084
H -0.8013 -3.4605 -3.7335
H -1.3411 4.5197 -4.7145
H -1.2537 -5.3129 -0.0321
H -4.6569 -3.6152 1.4610
H 3.7931 -4.7258 -1.7002
H 3.8446 -1.1806 0.1477
H -1.3937 1.4686 -1.7214
H -3.7273 -0.9296 3.8239
H -2.1022 3.6689 -2.5100
H 2.9574 -6.0791 0.1898
H -4.4389 -0.5199 2.2688
H -2.8666 0.1377 2.7191
H 0.8882 -0.8151 -3.6716
H 2.3566 -0.9994 2.5987
H 4.5418 0.0384 1.9796
*
```

These are the Löwdin partial charges, in e, on atoms 1 to 99: 1.546 0.939 0.337 0.325 0.336 0.010 -0.091 -0.404 -0.207 -0.099 -0.337 -0.199 -0.064 -0.083 -0.216 -0.087 -0.015 -0.215 -0.275 -0.609 -0.345 -0.091 -0.156 -0.031 -0.210 -0.605 -0.005 -0.552 -0.061 -0.012 -0.264 -0.210 -0.076 -0.109 -0.009 -0.012 -0.021 -0.211 -0.209 -0.013 -0.205 -0.156 -0.063 -0.220 -0.019 -0.068 -0.261 -0.024 0.027 -0.004 0.068 0.041 0.044 -0.001 0.067 0.023 0.102 0.094 0.015 0.045 0.008 0.074 0.107 0.077 0.120 0.090 0.111 0.044 0.100 0.027 0.044 0.096 0.096 0.076 0.062 0.077 0.079 0.023 0.095 0.084 0.100 0.043 0.001 0.096 0.104 0.013 0.042 0.020 0.103 0.073 0.014 0.109 0.134 0.063 0.068 0.043 0.104 0.089 0.107

Formula: C20H21CoN3O3S
Source: the OMol25 dataset
Level of theory: ωB97M-V/def2-TZVPD

Results
⟨S²⟩: 3.88
Orbital gap (spin up / spin down), eV: 5.0 / 6.7
E_HOMO (spin up / spin down), Eh: -0.2339 / -0.3061

The geometry in ORCA input format:
```
! RIJCOSX wB97M-V def2-TZVPD def2/J DEFGRID3
* xyz 0 4
Co -0.0530 0.0158 -0.1227
S 5.2884 0.2765 1.9176
O 5.9648 1.5363 1.7466
O 6.0260 -0.9259 2.1541
O 1.8099 -0.0593 0.5978
N 0.1701 -1.3101 -1.6487
N 0.3736 1.2739 -1.6196
N 4.0847 0.0719 0.8352
C 2.8374 0.1170 1.3126
C 4.1303 0.4738 3.2444
C 0.5989 0.6960 -2.8494
C -1.9808 0.0244 -0.1432
C 0.9461 1.4482 -3.9864
C 0.8439 3.4260 -2.6376
C 0.4973 2.6238 -1.5418
C -0.3607 1.3824 1.3041
C 0.4773 -2.9020 -3.9780
C 0.2028 -3.4827 -2.7334
C 1.7813 0.5050 3.6949
C 2.0694 0.7329 5.0463
C 0.0547 -2.6616 -1.6082
C 2.8363 0.3725 2.7864
C -0.3164 -1.2330 1.4316
C 3.4065 0.8308 5.4833
C 0.4577 -0.7488 -2.8714
C 4.4695 0.6999 4.5692
C 0.6002 -1.5158 -4.0433
C 1.0769 2.8312 -3.8838
H 0.9264 4.5073 -2.5040
H 0.3028 3.0583 -0.5644
H 0.0035 -2.2099 1.0471
H 0.6376 1.7377 1.5991
H 0.5907 -3.5063 -4.8789
H -0.9363 2.2390 0.9378
H 1.2650 0.8427 5.7819
H 5.5233 0.7656 4.8418
H 0.7631 0.4446 3.3363
H 3.6356 1.0138 6.5361
H 1.1138 0.9183 -4.9279
H -2.2322 0.6063 -1.0434
H -0.1678 -3.0896 -0.6343
H -2.4646 0.4859 0.7289
H 1.3541 3.4215 -4.7585
H 0.8029 -0.9952 -4.9832
H 0.3745 -1.0262 2.2576
H -0.8422 1.0030 2.2146
H -2.3531 -1.0011 -0.2779
H -1.3329 -1.3345 1.8346
H 0.0930 -4.5638 -2.6216
*
```

Charges in e, computed with natural (NBO), in the same order as the atoms: 1.397 2.303 -0.933 -0.929 -0.782 -0.508 -0.532 -0.852 0.658 -0.213 0.260 -0.952 -0.229 -0.237 0.088 -0.782 -0.139 -0.240 -0.185 -0.219 0.098 -0.187 -0.764 -0.193 0.147 -0.218 -0.210 -0.139 0.238 0.228 0.172 0.207 0.233 0.184 0.216 0.234 0.227 0.215 0.223 0.197 0.222 0.210 0.234 0.224 0.201 0.200 0.201 0.190 0.238

Formula: C2H5O5P
Source: the OMol25 dataset
Level of theory: ωB97M-V/def2-TZVPD

Results
Orbital gap, eV: 6.3
E_HOMO, Eh: 0.0251

The geometry in ORCA input format:
```
! RIJCOSX wB97M-V def2-TZVPD def2/J DEFGRID3
* xyz -2 1
P -2.8028 0.0507 0.1203
O -3.2744 -1.3670 -0.1210
O -0.2130 0.7776 -1.5318
O -2.9167 0.5917 1.5472
O -0.2023 1.4807 0.7162
O -3.3086 0.9962 -0.8982
C -0.3489 0.3807 -0.1679
C 0.8023 -0.5571 0.2673
H 0.5701 -1.6059 0.0193
H 1.9020 -0.3147 -0.2398
H -1.0623 1.5776 1.1372
H -1.1523 0.8889 -1.7339
H 0.8814 -0.4068 1.3152
*
```

Charges in e, computed with natural (NBO), in the same order as the atoms: 2.311 -1.227 -0.808 -1.246 -0.829 -1.242 0.172 -0.656 0.191 0.118 0.509 0.502 0.204

Formula: C9H6N2Se
Source: the OMol25 dataset
Level of theory: ωB97M-V/def2-TZVPD

Results
Orbital gap (spin up / spin down), eV: 5.9 / 5.9
E_HOMO (spin up / spin down), Eh: -0.3275 / -0.3274

The geometry in ORCA input format:
```
! RIJCOSX wB97M-V def2-TZVPD def2/J DEFGRID3
* xyz 0 1
Se 1.7602 1.7134 -0.2548
N 2.0749 -0.9847 -3.3825
N 0.7761 -1.8009 0.4868
C -0.9679 0.9543 -0.7170
C 2.7465 -0.9890 -0.9193
C 0.0745 1.0042 0.2157
C 1.7470 -1.4440 -0.0511
C -0.0798 0.4778 1.4657
C -2.2080 0.4523 -0.3630
C -1.3938 0.1579 1.8954
C 2.3752 -0.9544 -2.2579
C -2.3768 -0.0258 0.9062
H -1.4904 0.1334 2.9236
H 3.5754 -0.5282 -0.5264
H -3.1046 0.3087 -0.9716
H -0.8005 1.2433 -1.7067
H -3.4535 -0.2985 1.1346
H 0.7455 0.5802 2.1222
*
```

Charges in e, computed with natural (NBO), in the same order as the atoms: 0.248 -0.269 -0.293 -0.179 -0.387 -0.265 0.250 -0.142 -0.224 -0.211 0.230 -0.149 0.220 0.271 0.229 0.227 0.219 0.227

Formula: C6H6O6
Source: the OMol25 dataset
Level of theory: ωB97M-V/def2-TZVPD

Results
Orbital gap, eV: 9.7
E_HOMO, Eh: -0.3794

The geometry in ORCA input format:
```
! RIJCOSX wB97M-V def2-TZVPD def2/J DEFGRID3
* xyz 0 1
O 1.1098 0.5751 2.7216
O -0.2857 -2.0485 -1.3856
O -1.2153 1.8273 -2.1429
O -0.3890 1.9726 1.8499
O 0.7925 1.2578 -1.3615
O 1.3206 -3.2271 -0.3964
C 0.6192 -2.2479 -0.4132
C -0.0332 -0.0712 0.7197
C 0.3068 0.8304 1.8632
C -0.5417 1.2412 -1.3441
C -1.1008 0.3935 -0.2126
C 0.6910 -1.1943 0.6137
H -0.1429 2.5251 2.6093
H -1.8406 0.9994 0.3115
H -0.2563 -2.7880 -2.0141
H -1.6055 -0.4550 -0.6754
H 1.1186 1.7922 -2.1036
H 1.4522 -1.3827 1.3605
*
```

Charges in e, computed with natural (NBO), in the same order as the atoms: -0.575 -0.695 -0.583 -0.685 -0.688 -0.562 0.744 -0.050 0.764 0.811 -0.574 -0.230 0.509 0.267 0.508 0.279 0.505 0.256

Formula: C15H25BrN2O5
Source: the OMol25 dataset
Level of theory: ωB97M-V/def2-TZVPD

Results
Orbital gap, eV: 9.8
E_HOMO, Eh: -0.3553

The geometry in ORCA input format:
```
! RIJCOSX wB97M-V def2-TZVPD def2/J DEFGRID3
* xyz 0 1
Br 3.4471 1.8414 0.7141
O -0.5303 3.5867 -1.5175
O -2.5823 2.9171 -2.5022
O -3.7744 0.5327 -2.4484
O -2.4260 -0.2240 0.4128
O 0.5963 -2.6653 3.8517
N 4.8977 1.7906 -2.8108
N 2.1105 3.4152 -4.0838
C 2.2337 0.2707 -1.3622
C 4.0611 1.7566 -2.0627
C 1.6034 -3.3281 3.7251
C -1.5322 -1.5102 2.2019
C 1.8543 2.8699 -1.5178
C 1.6221 -4.7988 4.0552
C 0.4003 2.6446 -1.0153
C -4.1227 1.4608 -1.3981
C -1.9870 -1.2936 0.7841
C -2.8983 2.3982 -1.2031
C 2.8893 -2.7149 3.2305
C -1.2129 3.1373 -2.6863
C -1.8744 -2.4620 -0.1635
C 2.8396 1.6883 -1.1520
C 1.9602 3.1032 -3.0084
H 2.3446 -4.9930 4.8496
H -4.1452 -0.3252 -2.2092
H -0.4786 -1.7758 2.2178
H -5.0251 2.0364 -1.6996
H -2.2354 -2.1652 -1.1483
H -1.1234 3.9506 -3.4389
H -1.6692 -0.5904 2.7693
H 0.6343 -5.1046 4.3974
H 1.8117 0.2413 -2.3867
H 3.6671 -2.8181 3.9888
H 0.4238 2.7890 0.0881
H -2.1238 -2.3005 2.6667
H 2.2438 3.7552 -0.9750
H -2.4814 -3.2940 0.1974
H 2.9404 -0.5437 -1.1447
H 2.7317 -1.6550 3.0325
H 1.3787 0.1777 -0.6624
H -0.6758 2.2645 -3.1307
H 0.0016 1.6294 -1.1945
H -0.8313 -2.7715 -0.2509
H 3.2032 -3.2022 2.3055
H -4.3125 0.8492 -0.4989
H -3.1796 3.2686 -0.5719
H 1.8805 -5.3770 3.1662
H -2.1088 1.7763 -0.7531
*
```

Charges in e, computed with natural (NBO), in the same order as the atoms: 0.059 -0.539 -0.532 -0.729 -0.579 -0.557 -0.264 -0.273 -0.629 0.235 0.602 -0.723 -0.361 -0.722 -0.067 -0.082 0.607 -0.096 -0.723 0.233 -0.723 -0.108 0.260 0.234 0.464 0.252 0.165 0.233 0.178 0.235 0.237 0.237 0.236 0.212 0.234 0.275 0.233 0.244 0.235 0.222 0.138 0.191 0.228 0.230 0.189 0.183 0.231 0.191